Entry 1:
ORCA calculation (the ωB97M-V functional and the def2-TZVPD basis) on a molecular structure, C45H43BGeIrN12S.

Cartesian coordinates (Å):
Ir: 0.608 0.654 -0.898
C: 4.497 2.429 -1.426
C: 3.911 1.728 -2.457
N: 3.239 0.679 -1.953
N: 3.366 0.678 -0.572
C: 4.127 1.748 -0.280
B: 2.915 -0.324 0.700
N: 1.960 0.549 1.567
C: 2.113 1.005 2.826
C: 0.984 1.715 3.184
C: 0.153 1.667 2.068
N: 0.737 0.956 1.105
N: 2.156 -1.523 0.147
C: 2.391 -2.845 0.255
C: 1.340 -3.514 -0.339
C: 0.476 -2.516 -0.790
N: 0.981 -1.320 -0.485
N: 4.135 -0.731 1.432
C: 5.473 -0.692 1.138
C: 6.141 -1.303 2.158
C: 5.128 -1.707 3.055
N: 3.928 -1.371 2.623
H: 5.121 3.303 -1.499
H: 3.929 1.904 -3.522
H: 4.378 1.949 0.751
H: 3.003 0.769 3.387
H: 0.792 2.203 4.124
H: -0.822 2.101 1.915
H: 3.275 -3.204 0.757
H: 1.210 -4.578 -0.423
H: -0.460 -2.603 -1.316
H: 5.853 -0.262 0.226
H: 7.203 -1.449 2.249
H: 5.237 -2.224 3.996
C: -4.294 0.601 -2.519
N: -3.067 0.509 -3.325
C: -3.001 0.653 -4.702
C: -1.719 0.506 -5.064
N: -0.987 0.247 -3.895
C: -1.851 0.280 -2.835
S: -1.568 0.084 -1.145
C: 0.388 -0.080 -3.892
C: 0.949 -0.627 -5.077
C: 2.341 -0.773 -5.171
C: 3.127 -0.545 -4.087
C: 2.491 -0.301 -2.761
N: 1.089 0.154 -2.822
H: -5.143 0.566 -3.195
H: -4.298 1.541 -1.970
H: -4.347 -0.244 -1.834
H: -3.877 0.859 -5.294
H: -1.258 0.586 -6.032
H: 0.307 -0.899 -5.900
H: 2.784 -1.072 -6.112
H: 4.204 -0.655 -4.122
H: 2.510 -1.246 -2.204
C: -6.112 -2.469 -0.597
C: -4.879 -2.994 -0.984
C: -3.759 -2.770 -0.203
C: -3.865 -2.024 0.979
C: -5.106 -1.486 1.351
C: -6.227 -1.721 0.568
Ge: -2.399 -1.702 2.133
C: -2.546 -0.317 3.404
C: -1.973 -0.529 4.667
C: -2.064 0.454 5.640
C: -2.690 1.660 5.348
C: -3.240 1.889 4.088
C: -3.171 0.905 3.118
C: -1.075 -3.027 2.340
C: -1.368 -4.339 1.937
C: -0.434 -5.342 2.132
C: 0.804 -5.036 2.687
C: 1.120 -3.729 3.049
C: 0.184 -2.723 2.879
H: -6.991 -2.665 -1.197
H: -4.810 -3.602 -1.877
H: -2.811 -3.215 -0.486
H: -5.210 -0.928 2.273
H: -7.191 -1.337 0.874
H: -1.499 -1.474 4.906
H: -1.658 0.280 6.627
H: -2.769 2.421 6.112
H: -3.739 2.826 3.881
H: -3.631 1.073 2.149
H: -2.340 -4.586 1.528
H: -0.671 -6.364 1.868
H: 1.525 -5.826 2.852
H: 2.087 -3.498 3.472
H: 0.422 -1.711 3.189
C: 0.194 6.985 -1.699
C: 0.247 5.504 -1.527
C: -0.610 4.642 -2.212
C: -0.519 3.280 -2.033
N: 0.375 2.707 -1.208
C: 1.196 3.535 -0.527
C: 1.166 4.902 -0.663
H: -0.649 7.294 -2.312
H: 1.112 7.337 -2.175
H: 0.128 7.481 -0.730
H: -1.357 5.035 -2.888
H: -1.184 2.618 -2.568
H: 1.879 3.069 0.170
H: 1.851 5.504 -0.080

Summary:
- energy relative to the best compared isomer or geometry (same formula, charge and spin) (kcal per mole) = 8.6
- energy (Ha) = -5000.735383
- maximum force (eV/Å) = 1.01
- charge = +4
- spin multiplicity = 2
- ⟨S²⟩ = 0.78

---

Entry 2:
ORCA calculation (the ωB97M-V functional and the def2-TZVPD basis) on a molecular structure, C45H44BiN6O5Si.

Cartesian coordinates (Å):
Bi: -0.124 -0.214 -0.195
O: -4.306 -0.243 2.321
C: -3.295 0.176 1.582
O: -2.657 -0.547 0.854
C: -3.039 1.651 1.752
C: -3.790 2.435 2.620
C: -3.478 3.780 2.717
C: -2.453 4.295 1.939
C: -1.769 3.431 1.093
N: -2.047 2.134 1.015
C: -0.625 3.873 0.210
O: -0.625 5.142 -0.203
O: 0.251 3.121 -0.121
H: -4.360 -1.216 2.265
H: -4.584 1.994 3.204
H: -4.030 4.422 3.389
H: -2.190 5.343 2.007
H: -1.439 5.603 0.041
C: 6.365 -0.906 3.451
C: 5.394 0.231 3.793
C: 6.055 1.583 3.485
C: 5.072 0.164 5.286
C: 4.139 0.114 2.937
C: 2.856 0.078 3.470
C: 1.772 0.010 2.615
N: 1.893 -0.031 1.296
C: 3.113 -0.021 0.757
C: 4.246 0.058 1.549
C: 3.158 -0.128 -0.728
C: 4.346 -0.064 -1.428
C: 4.376 -0.176 -2.819
C: 3.154 -0.364 -3.450
C: 1.998 -0.420 -2.698
N: 1.985 -0.304 -1.370
C: 5.702 -0.113 -3.560
C: 6.423 1.193 -3.199
C: 5.511 -0.166 -5.076
C: 6.556 -1.313 -3.122
H: 7.244 -0.839 4.092
H: 6.708 -0.857 2.417
H: 5.898 -1.877 3.613
H: 6.934 1.716 4.116
H: 5.368 2.408 3.679
H: 6.376 1.645 2.444
H: 5.995 0.255 5.856
H: 4.606 -0.787 5.552
H: 4.414 0.976 5.597
H: 2.685 0.083 4.535
H: 0.762 -0.023 3.004
H: 5.225 0.063 1.096
H: 5.270 0.073 -0.891
H: 3.079 -0.472 -4.521
H: 1.035 -0.575 -3.166
H: 5.820 2.062 -3.465
H: 7.363 1.252 -3.747
H: 6.659 1.253 -2.136
H: 4.870 0.640 -5.432
H: 5.089 -1.119 -5.397
H: 6.480 -0.056 -5.563
H: 6.785 -1.279 -2.057
H: 7.499 -1.309 -3.668
H: 6.046 -2.255 -3.331
O: 0.036 -2.045 0.673
Si: -0.223 -3.234 1.760
C: 1.391 -3.473 2.686
C: 1.492 -3.667 4.064
C: 2.726 -3.869 4.672
C: 3.882 -3.891 3.907
C: 3.802 -3.712 2.532
C: 2.571 -3.503 1.934
C: -0.678 -4.800 0.867
C: -1.367 -4.755 -0.346
C: -1.746 -5.918 -0.999
C: -1.437 -7.151 -0.443
C: -0.750 -7.217 0.762
C: -0.374 -6.050 1.410
C: -1.574 -2.797 2.992
C: -2.820 -3.424 2.939
C: -3.816 -3.127 3.864
C: -3.575 -2.208 4.875
C: -2.341 -1.574 4.950
C: -1.360 -1.864 4.014
H: 0.599 -3.664 4.676
H: 2.782 -4.023 5.742
H: 4.840 -4.065 4.380
H: 4.698 -3.750 1.925
H: 2.519 -3.369 0.858
H: -1.613 -3.796 -0.785
H: -2.282 -5.862 -1.938
H: -1.729 -8.062 -0.949
H: -0.506 -8.179 1.193
H: 0.169 -6.115 2.346
H: -3.015 -4.157 2.166
H: -4.772 -3.633 3.810
H: -4.340 -1.994 5.610
H: -2.144 -0.865 5.744
H: -0.395 -1.377 4.101
N: -4.255 -2.601 -4.745
C: -3.361 -2.606 -4.017
N: -2.339 -2.695 -3.197
C: -1.626 -1.890 -2.596
N: -0.852 -1.190 -2.033

Summary:
- energy relative to the best compared isomer or geometry (same formula, charge and spin) (kcal per mole) = 14.4
- energy (Ha) = -2950.010720
- maximum force (eV/Å) = 0.66
- charge = +1
- spin multiplicity = 1

---

Entry 3:
ORCA calculation (the ωB97M-V functional and the def2-TZVPD basis) on a molecular structure, C45H44N11O5RuS3.

Cartesian coordinates (Å):
Ru: 0.071 0.879 0.261
C: 9.413 -8.983 -0.479
O: 9.414 -7.875 0.415
C: 8.385 -7.012 0.352
C: 7.323 -7.114 -0.543
C: 6.321 -6.157 -0.524
C: 6.358 -5.100 0.378
C: 7.428 -5.015 1.276
C: 8.430 -5.955 1.269
C: 5.287 -4.108 0.357
N: 4.266 -4.094 -0.475
C: 3.535 -3.000 -0.126
C: 4.112 -2.326 0.937
N: 5.240 -3.052 1.232
C: 3.564 -1.141 1.508
C: 4.054 -0.364 2.570
C: 3.365 0.759 2.963
C: 2.182 1.123 2.318
N: 1.699 0.398 1.322
C: 2.374 -0.698 0.910
C: 1.769 -1.374 -0.202
N: 0.617 -0.804 -0.670
C: -0.021 -1.420 -1.660
C: 0.472 -2.594 -2.239
C: 1.643 -3.154 -1.794
C: 2.320 -2.539 -0.733
H: 10.312 -9.547 -0.252
H: 9.447 -8.645 -1.516
H: 8.537 -9.614 -0.319
H: 7.266 -7.926 -1.251
H: 5.496 -6.231 -1.218
H: 7.497 -4.212 2.000
H: 9.260 -5.901 1.959
H: 5.904 -2.876 1.964
H: 4.971 -0.639 3.076
H: 3.730 1.376 3.772
H: 1.617 1.999 2.600
H: -0.929 -0.960 -2.004
H: -0.089 -3.045 -3.045
H: 2.046 -4.059 -2.229
C: -6.929 1.972 0.886
C: -5.864 0.888 0.982
C: -4.538 1.496 1.404
N: -3.437 0.522 1.371
C: -2.489 0.297 2.240
S: -1.006 -0.509 1.735
N: -2.566 0.635 3.535
C: -3.696 1.000 4.362
O: -3.556 1.928 5.106
C: -4.888 0.129 4.280
C: -6.111 0.659 4.686
C: -7.239 -0.143 4.673
C: -7.140 -1.475 4.286
C: -5.917 -2.009 3.905
C: -4.788 -1.205 3.893
H: -7.897 1.545 0.632
H: -6.679 2.709 0.120
H: -7.039 2.498 1.836
H: -5.739 0.395 0.013
H: -6.161 0.119 1.697
H: -4.610 1.928 2.400
H: -4.249 2.295 0.716
H: -3.234 0.152 0.452
H: -1.673 0.765 3.992
H: -6.163 1.690 5.007
H: -8.193 0.262 4.981
H: -8.021 -2.102 4.293
H: -5.841 -3.051 3.626
H: -3.832 -1.631 3.616
N: -6.680 1.952 -4.691
C: -5.474 2.027 -4.077
C: -4.736 0.861 -3.803
C: -3.516 0.940 -3.173
C: -2.998 2.180 -2.800
C: -3.717 3.345 -3.070
C: -4.939 3.270 -3.698
S: -1.494 2.283 -1.953
O: -0.972 3.616 -2.112
O: -0.648 1.165 -2.344
N: -1.748 1.893 -0.381
C: -1.603 2.886 0.558
S: -2.357 4.415 0.650
C: -1.413 4.760 2.053
C: -0.622 3.711 2.359
N: -0.740 2.617 1.519
H: -7.030 1.077 -5.036
H: -7.170 2.783 -4.967
H: -5.127 -0.101 -4.109
H: -2.950 0.037 -2.985
H: -3.305 4.308 -2.799
H: -5.488 4.176 -3.919
H: -1.511 5.691 2.585
H: 0.037 3.665 3.212
N: 1.442 2.370 -0.379
C: 1.713 2.937 -1.363
N: 2.081 3.568 -2.421
C: 1.610 4.938 -2.709
C: 2.765 5.699 -3.337
O: 3.259 5.018 -4.472
C: 3.769 3.743 -4.144
C: 2.671 2.864 -3.575
H: 1.279 5.400 -1.780
H: 0.765 4.869 -3.395
H: 3.569 5.849 -2.605
H: 2.418 6.672 -3.680
H: 4.589 3.839 -3.421
H: 4.159 3.309 -5.063
H: 3.041 1.892 -3.253
H: 1.876 2.719 -4.312

Summary:
- energy relative to the best compared isomer or geometry (same formula, charge and spin) (kcal per mole) = 8.6
- energy (Ha) = -4008.831836
- maximum force (eV/Å) = 3.33
- charge = +2
- spin multiplicity = 2
- ⟨S²⟩ = 0.76

---

Entry 4:
ORCA calculation (the ωB97M-V functional and the def2-TZVPD basis) on a molecular structure, C45H44N3RuSb.

Cartesian coordinates (Å):
Ru: -0.886 -1.023 -0.370
C: -1.920 1.549 -2.524
C: -1.055 0.527 -3.199
C: -0.783 0.706 -4.556
C: -0.020 -0.214 -5.234
C: 0.443 -1.329 -4.549
C: 0.126 -1.476 -3.220
N: -0.586 -0.554 -2.537
C: 0.517 -2.664 -2.452
C: 0.966 -3.838 -3.034
C: 1.242 -4.922 -2.222
C: 1.088 -4.800 -0.851
C: 0.660 -3.593 -0.336
N: 0.369 -2.557 -1.130
C: 0.457 -3.353 1.098
C: 0.975 -4.184 2.066
C: 0.701 -3.917 3.398
C: -0.061 -2.812 3.711
C: -0.518 -1.978 2.696
C: -1.278 -0.744 3.064
N: -0.264 -2.256 1.399
H: -2.938 1.487 -2.919
H: -1.553 2.554 -2.737
H: -1.950 1.412 -1.451
H: -1.181 1.578 -5.059
H: 0.209 -0.081 -6.285
H: 1.049 -2.064 -5.059
H: 1.071 -3.921 -4.106
H: 1.562 -5.861 -2.655
H: 1.273 -5.645 -0.204
H: 1.591 -5.032 1.796
H: 1.083 -4.566 4.177
H: -0.305 -2.579 4.741
H: -2.024 -0.965 3.828
H: -1.771 -0.321 2.202
H: -0.604 0.010 3.484
C: -3.516 -3.144 2.094
C: -3.263 -2.626 0.703
C: -2.907 -3.495 -0.317
C: -2.855 -3.067 -1.645
C: -3.178 -1.761 -1.979
C: -3.478 -0.855 -0.966
C: -3.489 -1.285 0.368
H: -4.398 -3.787 2.084
H: -3.712 -2.337 2.800
H: -2.687 -3.752 2.462
H: -2.735 -4.541 -0.085
H: -2.622 -3.779 -2.428
H: -3.255 -1.467 -3.018
H: -3.849 0.131 -1.203
H: -3.852 -0.615 1.138
C: -2.626 2.008 1.708
C: -1.521 2.816 2.314
C: -1.888 3.812 3.249
C: -0.947 4.598 3.861
C: 0.413 4.422 3.547
C: 0.804 3.448 2.619
C: -0.141 2.648 1.998
Sb: 0.535 1.269 0.510
C: 0.640 2.610 -1.119
C: -0.067 3.811 -1.033
C: -0.003 4.737 -2.063
C: 0.765 4.455 -3.186
C: 1.461 3.256 -3.272
C: 1.420 2.313 -2.246
C: 2.238 1.048 -2.387
C: 2.651 1.345 0.966
C: 3.358 2.431 0.506
C: 4.726 2.608 0.847
C: 5.387 1.691 1.689
C: 4.697 0.613 2.161
C: 3.328 0.398 1.802
C: 2.644 -0.799 2.348
H: -3.427 2.666 1.359
H: -3.068 1.345 2.458
H: -2.293 1.401 0.867
H: -2.939 3.948 3.482
H: -1.249 5.351 4.578
H: 1.163 5.047 4.015
H: 1.859 3.344 2.399
H: -0.675 4.033 -0.163
H: -0.540 5.675 -1.988
H: 0.823 5.171 -3.997
H: 2.058 3.046 -4.154
H: 2.345 0.774 -3.437
H: 1.793 0.201 -1.863
H: 3.247 1.182 -1.991
H: 2.883 3.171 -0.127
H: 5.262 3.467 0.458
H: 6.426 1.843 1.954
H: 5.182 -0.097 2.821
H: 3.350 -1.606 2.542
H: 1.865 -1.153 1.679
H: 2.178 -0.543 3.312

Summary:
- energy relative to the best compared isomer or geometry (same formula, charge and spin) (kcal per mole) = 19.7
- energy (Ha) = -2239.651675
- maximum force (eV/Å) = 2.82
- charge = +3
- spin multiplicity = 2
- ⟨S²⟩ = 1.19